*w*
Here is an isolated molecule of C6H10N2O3S from OMol25. Energies are from the ωB97M-V functional and the def2-TZVPD basis.

Values from the calculation:
LUMO energy (spin up / spin down)	-1.66 / -1.67	eV
Kohn-Sham gap (spin up / spin down)	7.70 / 7.70	eV
HOMO (spin up / spin down)	-9.4 / -9.4	eV

ORCA input file:
```
! wB97M-V def2-TZVPD RIJCOSX def2/J DEFGRID3
* xyz 0 1
C -1.39266 -1.33081 0.94367
C -0.57760 -0.83994 0.05613
C -1.33999 1.33271 0.62554
C -1.28439 2.79784 0.40324
C 1.77694 -1.62915 -0.14363
C 0.38946 -1.64161 -0.78392
N -0.53126 0.53898 -0.13072
N -2.10420 0.78511 1.47761
O -3.87072 0.87961 3.31372
O -2.16123 2.62700 3.11486
O -3.92470 2.44203 1.42993
S -3.17740 1.81150 2.48811
H -1.88242 -2.06437 1.52048
H -2.25136 3.11363 0.01124
H -1.19726 3.26765 1.38442
H -0.47566 3.09276 -0.26064
H 2.16136 -0.61611 -0.05479
H 2.46988 -2.20782 -0.75026
H 1.73634 -2.06909 0.84995
H 0.03041 -2.66690 -0.86819
H 0.42981 -1.20699 -1.78502
H 0.09945 0.94028 -0.80980
*
```

Löwdin population analysis, charges in e, atoms 1 to 8:
1 C 0.338
2 C -0.334
3 C -0.414
4 C -0.001
5 C -0.083
6 C -0.176
7 N 0.126
8 N 0.088

*x*
Here is an isolated molecule of C6H10N2O3S from OMol25. Energies are from the ωB97M-V functional and the def2-TZVPD basis.

Values from the calculation:
LUMO energy	0.32	eV
SMILES string	C[C@]12CCS(=O)(=O)N1C(=O)NC2
Kohn-Sham gap	10.50	eV
HOMO	-10.2	eV

ORCA input file:
```
! wB97M-V def2-TZVPD RIJCOSX def2/J DEFGRID3
* xyz 0 1
C -1.33349 1.65044 -0.36875
C 0.71768 -1.34119 0.43829
C 0.88917 1.19651 0.43502
C -0.45623 -1.34032 1.35180
C 0.49533 -0.01790 -0.43058
C 1.36491 -0.12941 -1.68898
N -0.24048 2.10255 0.32671
N -0.93131 0.16928 -0.75358
O -2.32255 2.13865 -0.75587
O -2.86790 -0.16703 0.81364
O -2.20777 -2.00380 -0.62219
S -1.78728 -0.91476 0.18309
H 1.58471 -1.41403 1.07748
H 0.64593 -2.10908 -0.12783
H 1.15997 1.06911 1.51929
H 1.89104 1.54408 0.08067
H -0.64050 -2.33105 1.73354
H -0.46320 -0.66094 2.19135
H 1.32914 0.85775 -2.23214
H 0.95673 -0.97470 -2.39873
H 2.42342 -0.45292 -1.38266
H -0.20732 3.12876 0.61043
*
```

Löwdin population analysis, charges in e, atoms 1 to 8:
1 C -0.476
2 C -0.147
3 C -0.132
4 C -0.191
5 C -0.499
6 C -0.037
7 N 0.095
8 N -0.048

The relative energies come out as *w* 211.7; *x* 0.0, with values in kJ/mol.

*w*
Here is a 2-piece molecular cluster, C2H10N2 overall from OMol25. Energies are from the ωB97M-V functional and the def2-TZVPD basis.

Values from the calculation:
LUMO energy	0.92	eV
SMILES string	CN.CN
Kohn-Sham gap	9.98	eV
HOMO	-9.1	eV

ORCA input file:
```
! wB97M-V def2-TZVPD RIJCOSX def2/J DEFGRID3
* xyz 0 1
N 1.04146 2.44066 0.10189
C 0.45218 1.28835 -0.56512
H 1.93698 2.07948 0.44866
H 0.42029 2.49127 0.91691
H -0.32611 1.71437 -1.22038
H -0.00283 0.49540 0.05198
H 1.23541 0.83663 -1.19688
N -1.41841 -2.09249 -0.14166
C -0.33952 -1.45740 0.62267
H -1.87988 -1.34158 -0.66687
H -0.89590 -2.64300 -0.83203
H -0.80162 -0.97703 1.50148
H 0.13971 -0.67776 0.00694
H 0.43823 -2.15695 0.97245
*
```

Löwdin population analysis, charges in e, atoms 1 to 8:
1 N -0.069
2 C -0.226
3 H 0.060
4 H 0.063
5 H 0.080
6 H 0.002
7 H 0.089
8 N -0.068

*x*
Here is a 2-piece molecular cluster, C2H10N2 overall from OMol25. Energies are from the ωB97M-V functional and the def2-TZVPD basis.

Values from the calculation:
LUMO energy	1.04	eV
SMILES string	CNC.N
Kohn-Sham gap	10.02	eV
HOMO	-9.0	eV

ORCA input file:
```
! wB97M-V def2-TZVPD RIJCOSX def2/J DEFGRID3
* xyz 0 1
N 2.33915 0.29667 0.63137
H 3.11815 0.87237 0.89079
H 1.84482 0.70946 -0.15500
H 2.61885 -0.66007 0.43422
C -1.31875 -0.93405 0.64008
N -1.24422 0.47692 0.23754
C -0.75092 0.53808 -1.15108
H -0.38526 -1.48506 0.47485
H -2.10567 -1.40293 0.04934
H -1.58393 -1.01898 1.69294
H -0.52117 0.92512 0.81104
H -0.83076 1.57707 -1.46907
H 0.25649 0.15415 -1.32567
H -1.43678 -0.04873 -1.76135
*
```

Löwdin population analysis, charges in e, atoms 1 to 8:
1 N 0.023
2 H 0.000
3 H -0.015
4 H 0.015
5 C -0.163
6 N -0.178
7 C -0.166
8 H 0.065

The relative energies come out as *w* 126.8; *x* 0.0, with values in kJ/mol.

*w*
Here is a 2-piece molecular cluster, C8H10N2O2 overall from OMol25. Energies are from the ωB97M-V functional and the def2-TZVPD basis.

Values from the calculation:
LUMO energy	0.24	eV
Kohn-Sham gap	8.44	eV
HOMO	-8.2	eV

ORCA input file:
```
! wB97M-V def2-TZVPD RIJCOSX def2/J DEFGRID3
* xyz 0 1
C -3.83858 0.22993 -0.25707
C -3.06983 1.34024 0.03437
C -3.22553 -1.03759 -0.25762
C -1.68948 1.23083 0.05315
C -1.83840 -1.15723 -0.27832
C -1.09830 0.04513 -0.32229
C 3.51384 -0.74364 1.09467
C 3.23267 0.32849 0.07443
N 0.33568 -0.04770 -0.39872
N 0.98258 -0.99974 -0.68444
O 2.55317 1.31908 0.29143
O 3.94126 0.22604 -1.11907
H -4.87276 0.21704 -0.25712
H -3.44794 2.24034 0.24598
H -3.68314 -2.00073 -0.30530
H -1.21601 2.15861 0.31011
H -1.50505 -2.18615 -0.29884
H 4.55639 -0.79907 1.30919
H 3.12274 -1.60645 0.60841
H 3.07575 -0.26233 2.04889
H 0.82694 0.99079 -0.08496
H 3.34402 0.51412 -1.80689
*
```

Löwdin population analysis, charges in e, atoms 1 to 8:
1 C -0.057
2 C -0.071
3 C -0.070
4 C -0.026
5 C -0.020
6 C -0.213
7 C 0.000
8 C -0.564

*x*
Here is an isolated molecule of C8H10N2O2 from OMol25. Energies are from the ωB97M-V functional and the def2-TZVPD basis.

Values from the calculation:
LUMO energy	0.33	eV
SMILES string	O=C=N/C=C\N=C\C/C=C/CO
Kohn-Sham gap	8.86	eV
HOMO	-8.5	eV

ORCA input file:
```
! wB97M-V def2-TZVPD RIJCOSX def2/J DEFGRID3
* xyz 0 1
C 2.70976 0.35904 0.26038
C 2.96513 -0.92936 0.59368
C 1.01892 1.68698 -0.59020
C -0.51257 1.93459 -0.82436
C -1.41989 0.75569 -0.59716
C 0.92273 -1.68660 -0.20654
C -2.26480 -1.08925 0.87911
C -1.46030 0.12740 0.58269
N 1.41258 0.56830 -0.13960
N 1.96496 -1.82998 0.39089
O -0.05797 -2.10571 -0.68295
O -2.96845 -1.47597 -0.35845
H 3.39545 1.09115 0.27878
H 3.85083 -1.43693 0.92740
H 1.77177 2.44755 -0.62280
H -0.82875 2.72328 -0.05371
H -0.58583 2.35900 -1.74628
H -1.93957 0.48984 -1.39390
H -2.97056 -0.89926 1.61598
H -1.60116 -1.83796 1.26856
H -0.93215 0.42812 1.55451
H -2.47014 -1.67993 -1.13602
*
```

Löwdin population analysis, charges in e, atoms 1 to 8:
1 C -0.131
2 C -0.096
3 C -0.066
4 C -0.128
5 C -0.099
6 C -0.325
7 C -0.211
8 C -0.104

The relative energies come out as *w* 0.0; *x* 37.5, with values in kJ/mol.

*w*
Here is an isolated molecule of C2H2OS3 from OMol25. Energies are from the ωB97M-V functional and the def2-TZVPD basis.

Values from the calculation:
LUMO energy	-1.68	eV
SMILES string	O=C(S)C(=S)S
Kohn-Sham gap	7.75	eV
HOMO	-9.4	eV

ORCA input file:
```
! wB97M-V def2-TZVPD RIJCOSX def2/J DEFGRID3
* xyz 0 1
C 0.50071 0.44088 -0.04253
C -0.57674 -0.58533 0.32134
H 1.99176 -1.58749 -0.40122
H -1.89525 1.46345 -0.35625
O -0.13680 -1.68492 0.86337
S 2.09033 -0.13883 -0.37442
S 0.20182 2.05876 0.38071
S -2.17583 0.03349 -0.39099
*
```

Just the Löwdin charges please, in e? Sure, here they are:
1 C -1.175
2 C -0.745
3 H -0.024
4 H -0.119
5 O -0.067
6 S 0.791
7 S 0.622
8 S 0.717

*x*
Here is an isolated molecule of C2H2OS3 from OMol25. Energies are from the ωB97M-V functional and the def2-TZVPD basis.

Values from the calculation:
LUMO energy	-1.63	eV
SMILES string	O=C(S)C(=S)S
Kohn-Sham gap	7.83	eV
HOMO	-9.5	eV

ORCA input file:
```
! wB97M-V def2-TZVPD RIJCOSX def2/J DEFGRID3
* xyz 0 1
C -0.72795 -0.78606 -0.03585
C 0.43006 0.24426 0.00496
H -1.79893 1.17145 0.05147
H 2.71687 0.26934 0.08443
O -0.49984 -1.95122 -0.06756
S -2.38999 -0.04864 0.00561
S 1.90078 -0.76682 0.00031
S 0.36901 1.86768 -0.04336
*
```

Just the Löwdin charges please, in e? Sure, here they are:
1 C -0.869
2 C -1.110
3 H -0.208
4 H -0.132
5 O -0.015
6 S 0.794
7 S 0.829
8 S 0.712

The relative energies come out as *w* 131.9; *x* 0.0, with values in kJ/mol.

*w*
Here is CH7O3 as an isolated structure from OMol25. Energies are from the ωB97M-V functional and the def2-TZVPD basis.

Values from the calculation:
LUMO energy	4.34	eV
Kohn-Sham gap	8.35	eV
HOMO	-4.0	eV

ORCA input file:
```
! wB97M-V def2-TZVPD RIJCOSX def2/J DEFGRID3
* xyz -1 1
C 0.77140 -0.80204 -0.99696
O -0.01073 0.12187 -0.36749
H 0.32875 -1.09664 -1.95888
H 0.89237 -1.70836 -0.38882
H 1.73928 -0.37316 -1.21745
H -1.25535 -0.13143 -0.26008
H -2.48394 -1.05127 -0.75585
O -2.36554 -0.33821 -0.11781
H 2.37141 1.06782 0.93248
H 0.90361 0.66912 0.94390
O 1.60242 1.13042 1.50582
*
```

Löwdin population analysis, charges in e, atoms 1 to 8:
1 C -0.311
2 O -0.329
3 H 0.055
4 H 0.062
5 H 0.043
6 H -0.050
7 H -0.053
8 O -0.270

*x*
Here is CH7O3 as an isolated structure from OMol25. Energies are from the ωB97M-V functional and the def2-TZVPD basis.

Values from the calculation:
LUMO energy	4.44	eV
Kohn-Sham gap	8.36	eV
HOMO	-3.9	eV

ORCA input file:
```
! wB97M-V def2-TZVPD RIJCOSX def2/J DEFGRID3
* xyz -1 1
C 0.45053 1.37377 0.43417
O 1.32405 0.91249 -0.64168
H -0.61954 1.51217 0.06825
H 0.51184 0.78277 1.26720
H 0.67755 2.39233 0.72819
H 0.46994 0.00507 -1.19177
H -0.76103 -0.54071 -1.91809
O -0.12841 -1.07642 -1.39119
H -0.29873 -1.77896 0.25357
H -0.81942 -1.34954 1.39386
O -0.80680 -2.23297 0.99749
*
```

Löwdin population analysis, charges in e, atoms 1 to 8:
1 C -0.292
2 O -0.387
3 H 0.069
4 H 0.006
5 H 0.030
6 H 0.048
7 H -0.015
8 O -0.316

*y*
Here is a 3-piece molecular cluster, CH7O3 overall from OMol25. Energies are from the ωB97M-V functional and the def2-TZVPD basis.

Values from the calculation:
LUMO energy	4.48	eV
Kohn-Sham gap	8.60	eV
HOMO	-4.1	eV

ORCA input file:
```
! wB97M-V def2-TZVPD RIJCOSX def2/J DEFGRID3
* xyz -1 1
C 1.00150 -0.23944 -0.94153
O 0.62772 0.47829 0.12496
H 1.08823 0.47726 -1.87127
H 0.30008 -1.12229 -1.25580
H 2.01195 -0.73540 -0.76391
H -0.62515 0.86092 -0.06355
H -1.77383 1.08133 -1.13480
O -1.70168 1.23770 -0.14490
H -1.03868 -0.67340 2.35341
H 0.20547 -0.59342 1.36048
O -0.09561 -0.77156 2.33691
*
```

Löwdin population analysis, charges in e, atoms 1 to 8:
1 C -0.379
2 O -0.345
3 H 0.071
4 H 0.071
5 H 0.055
6 H -0.032
7 H -0.013
8 O -0.287

The relative energies come out as *w* 0.0; *x* 93.1; *y* 27.8, with values in kJ/mol.

*w*
Here is a 2-piece molecular cluster, C5H8S overall from OMol25. Energies are from the ωB97M-V functional and the def2-TZVPD basis.

Values from the calculation:
LUMO energy (spin up / spin down)	0.87 / -1.46	eV
expectation value of S²	2.01
Kohn-Sham gap (spin up / spin down)	7.97 / 8.04	eV
HOMO (spin up / spin down)	-7.1 / -9.5	eV

ORCA input file:
```
! wB97M-V def2-TZVPD RIJCOSX def2/J DEFGRID3
* xyz 0 3
C 1.70857 -0.28632 -0.37001
C 1.21217 -0.10941 0.82548
C 2.23772 0.88393 0.45199
C -1.77440 -1.09385 -0.47636
C -2.56090 -0.25401 0.50035
S -2.31490 1.42818 0.46229
H 1.41689 -0.92921 -1.18217
H 3.30521 0.59295 0.59540
H 2.09929 2.01590 0.15520
H -0.75286 -1.12861 -0.14923
H -1.58688 -0.62764 -1.45966
H -2.40807 -1.92218 -0.60181
H 0.85623 -0.47446 1.75821
H -1.43809 1.90474 -0.50969
*
```

Löwdin population analysis, charges in e, atoms 1 to 8:
1 C -0.062
2 C -0.120
3 C -0.171
4 C -0.222
5 C -0.456
6 S 0.633
7 H 0.091
8 H 0.076

*x*
Here is an isolated molecule of C5H8S from OMol25. Energies are from the ωB97M-V functional and the def2-TZVPD basis.

Values from the calculation:
LUMO energy (spin up / spin down)	1.01 / -1.14	eV
expectation value of S²	2.03
Kohn-Sham gap (spin up / spin down)	7.54 / 7.92	eV
HOMO (spin up / spin down)	-6.5 / -9.1	eV

ORCA input file:
```
! wB97M-V def2-TZVPD RIJCOSX def2/J DEFGRID3
* xyz 0 3
C -2.81782 0.72905 0.09335
C -1.60655 0.84166 -0.36647
C -0.49136 0.65275 0.47331
C 1.44623 -0.11574 -0.42846
C 2.24869 -1.24764 0.14606
S 1.11431 1.46424 0.22815
H -3.60325 0.77666 -0.61973
H -3.01879 0.50129 1.14960
H -1.57693 1.29777 -1.35466
H -0.31361 -0.24903 1.06221
H 1.20276 -0.24427 -1.49124
H 2.28598 -2.23292 -0.30059
H 1.78189 -1.35557 1.04335
H 3.34846 -0.81824 0.36513
*
```

Löwdin population analysis, charges in e, atoms 1 to 8:
1 C -0.008
2 C -0.289
3 C -0.411
4 C -0.562
5 C -0.154
6 S 0.849
7 H 0.048
8 H 0.079

The relative energies come out as *w* 271.7; *x* 0.0, with values in kJ/mol.